[1]
A cluster of 2 separate species, C2H7NO in total, computed with ωB97M-V with the def2-TZVPD basis set.

Relative energy (zero: lowest compared OMol25 entry of this formula, charge and spin)   105.2 kJ/mol
HOMO level   -10.262 eV
Kohn-Sham gap   11.264 eV
Net charge   0
SMILES string   C=NC.O

CARTESIAN COORDINATES (ANGSTROEM)
1 O 2.43289 -0.05312 0.02519
2 H 1.48162 -0.13394 -0.13936
3 H 2.71238 0.78055 -0.37720
4 H -2.25223 -0.91110 0.67458
5 H -1.15970 -2.16402 -0.07621
6 H -1.06661 1.35385 1.07200
7 C -0.93856 1.15131 0.03023
8 C -1.32303 -1.12732 0.17470
9 N -0.55962 -0.22295 -0.25540
10 H -0.14044 1.83553 -0.26324
11 H -1.87025 1.41883 -0.46735

Forces on the atoms, in the same order (eV/Å):
0.23 0.26 0.01
-0.07 -0.03 -0.19
-0.18 -0.30 0.10
-0.46 0.18 0.48
0.42 -0.23 0.08
-0.23 -0.21 0.93
0.27 0.42 -0.38
-0.12 0.15 -0.73
0.22 -0.16 0.25
-0.14 -0.11 -0.36
0.06 0.04 -0.19

***

[2]
A structure of composition C10H22HgO5, computed with ωB97M-V with the def2-TZVPD basis set.

HOMO level (spin up / spin down)   -11.441 / -13.635 eV
Multiplicity   2
Kohn-Sham gap (spin up / spin down)   9.511 / 8.558 eV
Net charge   +1

CARTESIAN COORDINATES (ANGSTROEM)
1 H 1.63125 0.70861 -2.79405
2 H -0.96981 3.13123 -2.17012
3 H 1.55515 -2.80760 -1.88889
4 H 3.06202 -1.55537 -0.38268
5 H 0.86148 -1.28956 -2.47708
6 H -2.69613 1.55461 -1.57017
7 C -1.79434 1.59120 -0.95268
8 H 1.66597 3.19320 -2.35673
9 H 3.25259 1.37185 -2.52501
10 H -2.62313 -1.03279 -1.52664
11 C -1.57930 -0.76760 -1.32980
12 H 3.35333 -1.19643 -2.09969
13 H -2.73555 -1.11373 5.33886
14 H -1.32013 -2.16677 0.25689
15 H 0.56524 -0.74888 3.96259
16 C -0.65373 2.16202 -1.77075
17 C 2.64730 -1.08187 -1.27284
18 H -1.11895 -0.48668 -2.28139
19 H -1.01681 -2.83752 -1.36287
20 H -1.42882 -0.00949 5.78808
21 H -1.09557 -1.73827 5.57239
22 Hg 0.71568 0.51042 1.01916
23 H -2.04870 0.13020 3.33874
24 H -1.97392 2.24176 -0.09755
25 O 0.50232 -1.72624 -0.47376
26 C 1.72493 2.47183 -1.53668
27 O -1.51274 0.30714 -0.40276
28 H -0.40226 1.51297 -2.61544
29 C -1.67665 -0.89267 5.19986
30 O 2.48601 0.29151 -0.93980
31 C -0.88052 -1.96390 -0.72006
32 C 2.29008 1.16223 -2.04791
33 O 0.45943 2.32719 -0.91083
34 C 1.34319 -1.76831 -1.61998
35 H -1.53967 -1.55611 3.15183
36 C -1.38943 -0.64144 3.73277
37 H 2.39268 2.85963 -0.76800
38 O -0.05248 -0.14639 3.53300

Forces on the atoms, in the same order (eV/Å):
0.00 -0.02 0.02
0.05 0.01 -0.03
-0.03 -0.02 -0.02
0.08 0.02 -0.04
-0.02 0.00 0.00
-0.04 -0.02 0.05
-0.02 0.04 -0.09
0.03 0.01 0.02
0.00 -0.07 -0.05
-0.02 0.06 0.00
0.00 -0.09 -0.01
0.03 0.01 0.02
0.04 -0.05 0.02
-0.01 -0.09 -0.03
0.03 -0.01 0.03
-0.07 -0.04 -0.02
-0.02 -0.11 0.00
-0.01 -0.01 0.00
0.02 -0.03 0.02
-0.03 0.00 0.01
-0.03 0.00 0.03
-0.03 -0.06 0.11
0.04 0.02 -0.05
-0.07 0.02 -0.01
-0.02 0.15 0.04
0.08 -0.06 -0.11
0.15 0.04 -0.01
-0.01 0.01 0.00
0.05 0.08 -0.11
-0.18 0.05 -0.01
0.03 0.10 -0.01
0.07 0.10 0.01
0.00 -0.13 0.29
0.01 0.00 0.03
-0.01 0.03 -0.05
-0.05 -0.05 0.18
-0.02 0.10 -0.02
-0.02 0.01 -0.23

***

[3]
The ion C7H14NO with charge +1, computed with ωB97M-V with the def2-TZVPD basis set.

Relative energy (zero: lowest compared OMol25 entry of this formula, charge and spin)   389.9 kJ/mol
HOMO level   -12.144 eV
Kohn-Sham gap   8.852 eV
Net charge   +1
SMILES string   C=CC[C@@H]1COCC[NH2+]1

CARTESIAN COORDINATES (ANGSTROEM)
1 H 0.27030 1.53653 -1.34760
2 C -1.19887 1.52927 0.32823
3 C -2.44620 -0.49454 0.49276
4 C -1.25866 -1.34861 -0.17210
5 H -2.96535 -1.13538 1.26608
6 C 3.53788 -0.35594 0.30035
7 H -0.67639 2.28075 1.00301
8 H -1.69484 -2.22122 -0.75520
9 N -0.60414 -0.41806 -1.15365
10 H -0.55691 -1.73086 0.62173
11 O -1.88144 0.62017 1.20490
12 H 0.07161 -0.89636 -1.77788
13 C 1.16070 0.55269 0.48244
14 C -0.03400 0.81517 -0.52240
15 H -1.89764 2.14187 -0.32477
16 H -3.18774 -0.11630 -0.27165
17 H 1.87549 -1.53821 -0.50561
18 H 4.32976 -0.44557 -0.49549
19 H -1.36152 -0.09433 -1.78532
20 H 3.79133 -0.02541 1.35539
21 H 1.76952 1.51129 0.50431
22 C 2.16937 -0.58253 0.00726
23 H 0.78772 0.41557 1.54524

Forces on the atoms, in the same order (eV/Å):
-0.28 -1.15 0.89
0.72 0.59 0.04
0.72 -0.48 0.42
-1.84 -0.42 0.61
0.52 0.76 -1.02
-2.28 -0.43 -0.46
-0.66 -0.96 -0.86
0.63 1.06 0.72
-0.21 -0.12 -0.72
-0.52 0.67 -1.04
0.22 -0.13 -1.26
-0.10 0.26 0.64
0.53 -0.85 0.47
0.16 1.82 1.50
0.49 -1.01 0.54
0.69 -0.56 0.55
0.16 1.54 -0.50
-0.62 -1.22 1.45
0.41 -0.22 0.28
-0.16 0.86 -1.82
-0.91 -1.21 -0.10
2.26 1.24 0.92
0.05 -0.04 -1.27

***

[4]
The molecule C8H6N2S2, computed with ωB97M-V with the def2-TZVPD basis set.

Relative energy (zero: lowest compared OMol25 entry of this formula, charge and spin)   102.4 kJ/mol
HOMO level   -8.385 eV
Kohn-Sham gap   8.234 eV
Net charge   0
SMILES string   NC(=S)c1csc2ccncc12

CARTESIAN COORDINATES (ANGSTROEM)
1 C -1.18902 1.02216 -0.13428
2 C -0.64922 -1.29155 -0.14537
3 H -3.92030 -0.85566 -0.47050
4 H 2.00713 2.45238 0.42305
5 N -1.89312 -1.52385 -0.14591
6 H 0.10550 -2.03396 -0.38515
7 S 3.73790 0.52875 -0.52279
8 C -2.52703 0.70984 -0.36143
9 N 2.23989 -1.41660 0.40674
10 C -2.84275 -0.59575 -0.24023
11 H 3.02941 -2.13815 0.45461
12 H 1.39874 -1.42307 1.01318
13 C -0.20690 0.04958 -0.00461
14 C 2.35047 -0.07670 0.07862
15 C 1.02090 1.94846 0.17200
16 H -3.23350 1.44364 -0.31171
17 C 1.08870 0.58760 0.12133
18 S -0.51679 2.61288 0.05243

Forces on the atoms, in the same order (eV/Å):
0.09 0.74 0.29
1.94 1.90 -0.11
1.39 -0.33 0.84
-1.73 0.03 -0.68
-2.68 -2.81 -0.81
-0.46 -0.52 0.48
0.50 0.54 -0.03
1.96 -0.50 1.32
-0.41 0.32 1.05
-1.45 -0.28 -1.06
-1.65 2.05 0.07
1.26 -1.59 -0.23
-0.70 -1.09 -0.74
1.79 -2.71 -0.68
2.91 0.23 1.03
-1.91 1.86 -0.52
-0.52 2.07 -0.05
-0.34 0.08 -0.17

***

no.,strongest force on any atom (eV Å⁻¹)
1,0.98
2,0.31
3,2.74
4,3.97